Record 1
This record from the Open Molecules 2025 dataset describes a molecular structure, C26H34GaN2O6Si. The level of theory is ωB97M-V/def2-TZVPD.

CARTESIAN COORDINATES (ANGSTROEM)
C: 4.40149 3.62005 3.42967
Si: 4.16580 2.45844 1.92771
C: 4.75172 3.43901 0.41365
C: 5.35212 0.99652 2.16008
O: 2.53801 2.05057 1.91799
C: 2.17355 1.13992 0.86147
C: 0.62572 1.23519 0.69941
Ga: -0.38176 0.29008 2.21186
C: -1.40679 1.55597 3.44782
C: -2.68841 2.20816 2.75911
C: -2.79615 3.73683 3.08613
C: -2.76599 4.57937 1.76570
N: -3.87278 4.13321 0.89776
C: -3.65059 3.56639 -0.33485
C: -4.95574 3.25844 -0.79015
C: -5.92511 3.68207 0.18544
C: -5.18095 4.24530 1.25558
O: -1.72833 -0.84119 1.34834
C: -1.68692 -2.01345 1.88844
N: -1.93340 -3.01469 2.43567
H: 5.28491 4.24780 3.19012
H: 3.51445 4.26692 3.56408
H: 4.63458 3.01167 4.32272
H: 5.86487 3.46176 0.46533
H: 4.42300 4.49047 0.55566
H: 4.44651 3.02174 -0.56121
H: 6.15740 1.33374 2.85239
H: 5.82909 0.78530 1.18111
H: 4.90213 0.09626 2.61419
H: 2.68217 1.42744 -0.08949
H: 2.46610 0.09589 1.11272
H: 0.30839 0.76986 -0.26367
H: 0.37727 2.32053 0.64918
H: 0.59269 -0.62150 3.09686
H: -1.78671 0.94247 4.29220
H: -0.77784 2.37346 3.85090
H: -2.60980 1.99481 1.67654
H: -3.59397 1.68074 3.11968
H: -3.77426 3.88009 3.59988
H: -2.03038 4.08152 3.80743
H: -1.81847 4.34715 1.24648
H: -2.80270 5.67036 1.95487
H: -2.67587 3.38601 -0.78861
H: -5.19174 2.76110 -1.73681
H: -7.01486 3.59830 0.19148
H: -5.48711 4.69524 2.20087
C: 2.12128 -2.12288 -4.23905
C: 2.99714 -2.04081 -3.24110
C: 2.56047 -2.11832 -1.82596
O: 3.36006 -2.04154 -0.91793
C: 1.11091 -2.29234 -1.56822
C: 0.23610 -2.37404 -2.56840
C: 0.67280 -2.29661 -3.97986
O: -0.12653 -2.37369 -4.89450
H: 2.42081 -2.06810 -5.27805
H: 4.05892 -1.91469 -3.41168
H: 0.80694 -2.34743 -0.52937
H: -0.82584 -2.49994 -2.39718
C: -2.36205 -5.80568 -3.55947
C: -1.16932 -5.50205 -4.06814
C: -0.07738 -6.50197 -4.11527
O: 1.01144 -6.22634 -4.57665
C: -0.36297 -7.85326 -3.57658
C: -1.55488 -8.15680 -3.06878
C: -2.64861 -7.15640 -3.02144
O: -3.73558 -7.43573 -2.56125
H: -3.17172 -5.08831 -3.51546
H: -0.94291 -4.52060 -4.46674
H: 0.44735 -8.57012 -3.62016
H: -1.78175 -9.13767 -2.67043

The total charge is -1. As for the highest occupied orbital energy: -5.27 eV. The calculation puts the total energy at -3786.3758 a.u. The value obtained for the LUMO energy is 0.0045 Eh. The orbital gap is 5.391 eV.

---

Record 2
This record from the Open Molecules 2025 dataset describes a molecular structure, C26H34IN4O2RuSi2. The level of theory is ωB97M-V/def2-TZVPD.

CARTESIAN COORDINATES (ANGSTROEM)
Ru: -0.13949 0.32243 0.48308
C: -0.59073 1.12819 -4.21817
C: 0.69883 0.63399 -3.63810
N: 1.73002 0.44794 -4.43292
C: 2.88177 -0.01762 -3.91688
C: 3.04498 -0.35360 -2.59500
C: 4.37714 -0.84242 -2.09602
O: 4.31782 -2.13241 -1.48153
C: 1.94447 -0.15688 -1.73496
C: 2.04530 -0.57623 -0.32063
N: 1.94219 0.22040 0.71209
C: 2.57852 -0.19768 1.91977
C: 3.88526 -0.67911 1.87590
C: 4.54707 -1.02282 3.04379
C: 3.92150 -0.88719 4.27460
C: 2.61759 -0.41657 4.33741
C: 1.97347 -0.08078 3.16134
I: -0.01962 0.50832 3.19533
C: 0.76749 0.35343 -2.24845
O: -0.30594 0.54158 -1.49845
H: -0.46383 1.30882 -5.28210
H: -0.91371 2.04719 -3.72591
H: -1.38512 0.39473 -4.06399
H: 3.70877 -0.12187 -4.61073
H: 4.76328 -0.16956 -1.32725
H: 5.09557 -0.83793 -2.91765
H: 4.20101 -2.79232 -2.17334
H: 2.46928 -1.56937 -0.16372
H: 4.38106 -0.77811 0.91818
H: 5.56085 -1.39524 2.98790
H: 4.43963 -1.15063 5.18634
H: 2.10850 -0.32759 5.28736
C: -2.42845 -4.03502 0.64657
Si: -1.09861 -2.77006 0.35515
C: -0.44622 -2.96488 -1.36378
C: 0.21572 -2.97278 1.64647
N: -1.66205 -1.04580 0.46909
C: -2.84597 -0.54423 0.47703
C: -4.11001 -1.28322 0.44318
C: -5.26784 -0.61725 0.44004
C: -5.32672 0.84624 0.47190
C: -4.22083 1.59344 0.50398
C: -2.91566 0.93960 0.50690
N: -1.77360 1.51719 0.53354
Si: -1.40849 3.29922 0.45278
C: 0.43726 3.44118 0.39171
C: -2.11315 3.98218 -1.11342
C: -2.05718 4.10048 1.99300
H: -1.94710 -5.01621 0.64144
H: -3.18205 -4.04134 -0.14317
H: -2.92842 -3.92173 1.61084
H: -0.07978 -3.98661 -1.49457
H: 0.36891 -2.28008 -1.57914
H: -1.22530 -2.78940 -2.10939
H: 0.55979 -4.01026 1.65242
H: -0.15498 -2.74016 2.64754
H: 1.07917 -2.33793 1.44943
H: -4.09101 -2.35991 0.41178
H: -6.19819 -1.16890 0.40914
H: -6.29652 1.32616 0.46610
H: -4.27463 2.67288 0.52646
H: 0.86783 2.87705 -0.43896
H: 0.92898 3.13853 1.31755
H: 0.68541 4.49412 0.22280
H: -1.63940 3.49797 -1.96956
H: -1.89813 5.05223 -1.16254
H: -3.19267 3.85482 -1.20902
H: -1.60971 3.65559 2.88465
H: -3.14227 4.03567 2.09337
H: -1.79109 5.16013 1.98142

The total charge is +1. As for the highest occupied orbital energy: -10.26 eV. The calculation puts the total energy at -2352.1129 a.u. The value obtained for the LUMO energy is -0.1686 Eh. The orbital gap is 5.670 eV.

---

Record 3
This record from the Open Molecules 2025 dataset describes 2 unconnected molecules or ions with the total composition C26H34N2O5. The level of theory is ωB97M-V/def2-TZVPD.

CARTESIAN COORDINATES (ANGSTROEM)
C: -1.47367 3.14328 3.62734
C: -0.51679 3.06912 2.46095
O: 0.23540 1.88672 2.47249
C: 1.01464 1.83471 1.35412
C: 1.87761 0.68045 1.13797
C: 1.82543 -0.44437 2.04246
C: 2.73648 -1.63045 1.91098
O: 1.03827 -0.50359 2.97172
C: 2.77162 0.67623 -0.01681
O: 3.51562 -0.27481 -0.21232
O: 2.77106 1.73730 -0.88020
C: 3.71195 1.52174 -1.89777
C: 3.74564 2.64952 -2.90414
O: 0.98525 2.75425 0.54711
H: -2.07209 4.05501 3.61787
H: -2.15798 2.29530 3.61545
H: -0.93157 3.10572 4.57188
H: -1.04634 3.09929 1.49794
H: 0.19994 3.90235 2.46133
H: 3.35297 -1.60780 1.01376
H: 3.39158 -1.69170 2.77855
H: 2.14227 -2.54266 1.89079
H: 4.68343 1.39036 -1.39956
H: 3.45255 0.56218 -2.36885
H: 4.47821 2.47435 -3.69373
H: 2.76919 2.77612 -3.37004
H: 3.99308 3.59221 -2.41760
C: 4.26432 7.34633 3.68872
N: 5.12636 6.45811 4.47811
C: 5.86168 7.17032 5.52963
C: 4.68958 5.11672 4.72652
C: 5.21723 4.01723 4.02820
C: 4.76991 2.74712 4.27351
C: 3.76697 2.47850 5.23871
C: 3.36643 1.13125 5.44498
C: 2.38351 0.53668 6.27885
C: 2.26286 -0.87630 6.28369
C: 1.36512 -1.52305 7.09006
C: 0.52767 -0.80651 7.96034
N: -0.44588 -1.45639 8.78734
C: -0.24327 -1.47828 10.24029
C: -1.86282 -1.36082 8.41409
C: 0.61651 0.59316 7.94415
C: 1.49041 1.24083 7.11859
C: 3.25780 3.59688 5.93696
C: 3.69513 4.86476 5.68257
H: 3.65546 6.76126 3.00151
H: 3.60081 7.90816 4.34328
H: 4.86391 8.04785 3.11159
H: 6.40912 6.46260 6.14916
H: 6.57284 7.86866 5.09312
H: 5.17502 7.72476 6.16546
H: 5.98798 4.19187 3.29781
H: 5.18409 1.92217 3.71852
H: 3.93710 0.41919 4.87377
H: 2.88262 -1.44805 5.61566
H: 1.28218 -2.59561 7.06119
H: 0.81967 -1.45007 10.47112
H: -0.71915 -0.61659 10.70296
H: -0.66686 -2.38266 10.67190
H: -1.95590 -1.22961 7.33712
H: -2.39559 -2.26568 8.70140
H: -2.32741 -0.50878 8.90679
H: -0.03463 1.15798 8.58801
H: 1.43123 2.30568 7.08221
H: 2.53944 3.47457 6.71718
H: 3.27490 5.69716 6.21985

Its energy above the lowest of the compared OMol25 structures with the same formula, charge and spin is 6.9648 eV. As for the highest occupied orbital energy: -6.35 eV. The calculation puts the total energy at -1496.6896 a.u. The value obtained for the LUMO energy is -0.1188 Eh. The orbital gap is 3.116 eV.

---

Record 4
This record from the Open Molecules 2025 dataset describes a molecular structure, C26H34N3OSSiTl. The level of theory is ωB97M-V/def2-TZVPD.

CARTESIAN COORDINATES (ANGSTROEM)
Tl: -0.61713 -1.38185 1.78303
C: 1.35191 -0.31752 0.84258
Si: 0.88711 0.46211 -0.73593
C: -0.34329 -0.68323 -1.62606
N: -1.43021 -1.13594 -0.74112
C: -2.48635 -0.12436 -0.58945
C: -3.31189 0.11207 -1.86173
C: -3.51127 -1.19558 -2.64406
C: -3.41341 -2.38249 -1.69084
C: -2.00459 -2.46031 -1.09979
C: 2.30735 0.70164 -1.95852
C: 2.91822 1.94824 -2.12699
C: 4.05691 2.09653 -2.90885
C: 4.61245 0.99451 -3.54405
C: 4.01850 -0.25274 -3.39966
C: 2.88257 -0.39280 -2.61445
C: 0.09647 2.15443 -0.49429
C: -0.52063 2.82552 -1.55450
C: -1.10648 4.07154 -1.37722
C: -1.08628 4.67604 -0.12570
C: -0.47521 4.03087 0.94090
C: 0.11181 2.78435 0.75218
H: 1.83558 0.37531 1.54009
H: 2.04700 -1.14577 0.65874
H: 0.24176 -1.56202 -1.91685
H: -0.72260 -0.24851 -2.56415
H: -2.02740 0.80826 -0.26398
H: -3.13910 -0.45783 0.22015
H: -2.83227 0.86481 -2.49123
H: -4.27956 0.52562 -1.56528
H: -2.73659 -1.29881 -3.40898
H: -4.47117 -1.19022 -3.16075
H: -3.62995 -3.32037 -2.20504
H: -4.15725 -2.27820 -0.89509
H: -1.34009 -2.92725 -1.82704
H: -2.00942 -3.10473 -0.21611
H: 2.49420 2.81986 -1.63885
H: 4.51277 3.07271 -3.02268
H: 5.50423 1.10570 -4.14792
H: 4.44396 -1.11576 -3.89757
H: 2.44058 -1.37939 -2.50778
H: -0.54310 2.36681 -2.53939
H: -1.57442 4.57662 -2.21352
H: -1.54274 5.64790 0.01600
H: -0.45419 4.50022 1.91774
H: 0.59007 2.28468 1.58630
S: 0.16882 -4.71665 2.38243
C: 1.65371 -3.99135 2.29559
N: 2.04760 -3.16301 3.33433
C: 3.21927 -2.49815 3.36280
C: 4.08100 -2.62560 2.32934
C: 3.66217 -3.47263 1.27618
N: 2.52621 -4.11383 1.24473
H: 1.38256 -3.08576 4.09049
H: 3.41119 -1.88098 4.22917
H: 5.02592 -2.10641 2.30678
H: 4.31150 -3.61782 0.41743
C: -3.98093 0.75767 2.73180
O: -2.85351 1.11759 3.56119
C: -1.69286 0.82344 3.07768
C: -0.65281 1.22525 4.07925
H: -3.96841 1.35619 1.82455
H: -4.87468 0.96676 3.31246
H: -3.92466 -0.29955 2.48306
H: -1.02829 1.91681 4.83793
H: 0.21010 1.64398 3.56136
H: -0.31078 0.31337 4.57914

As for the highest occupied orbital energy: -6.30 eV. The calculation puts the total energy at -2110.6947 a.u. The value obtained for the LUMO energy is 0.0016 Eh. The orbital gap is 6.345 eV.

---

Record 5
This record from the Open Molecules 2025 dataset describes a molecular structure, C26H35ClF2KLiNO12. The level of theory is ωB97M-V/def2-TZVPD.

CARTESIAN COORDINATES (ANGSTROEM)
C: 1.76021 1.88957 5.69317
C: 1.98677 0.98769 4.92833
C: 2.17590 -0.03405 3.79744
C: 2.23538 0.76934 2.45685
C: 1.24504 1.62678 2.08237
Cl: -0.25123 2.05348 2.84182
C: 1.72900 2.23216 0.74282
O: 1.20750 3.19263 0.28864
O: 2.82491 1.49524 0.28970
C: 3.33148 0.77784 1.39807
O: 4.42633 0.29218 1.40767
H: 1.55657 2.88604 6.10496
H: 3.12837 -0.59288 3.93030
H: 1.32896 -0.75671 3.77687
C: -1.00268 -0.28811 -2.84687
O: -2.42331 -0.39340 -2.79407
C: -2.86521 -1.38394 -1.84927
C: -3.30912 -0.75555 -0.53863
O: -2.21712 -0.16841 0.13798
C: -2.09300 1.23117 0.01382
H: -0.75080 0.63776 -3.36419
H: -0.56157 -0.26046 -1.85019
H: -0.59137 -1.13100 -3.40869
H: -2.08619 -2.12830 -1.67419
H: -3.71866 -1.89616 -2.30677
H: -3.69304 -1.54642 0.11610
H: -4.11816 -0.02818 -0.69996
H: -2.82080 1.73381 0.65839
H: -2.21568 1.57563 -1.01797
H: -1.08919 1.48672 0.35047
Li: 5.43161 1.58292 -0.12831
C: 0.20994 -3.54550 0.70338
C: 0.69892 -3.13686 2.06692
O: 1.87012 -3.27331 2.38632
C: -0.30981 -2.55499 3.01238
H: 1.04690 -3.94841 0.12649
H: -0.55666 -4.31392 0.79953
H: -0.19594 -2.67767 0.18024
H: -1.09744 -3.27591 3.20949
H: -0.73550 -1.64681 2.58537
H: 0.18761 -2.30503 3.95816
C: 5.38749 6.57006 -3.13947
C: 4.53117 6.40634 -1.89294
C: 3.85707 5.04083 -1.85887
O: 3.53875 7.42436 -1.85943
H: 4.77636 6.49312 -4.04357
H: 5.85469 7.55555 -3.15539
H: 6.17213 5.81116 -3.18439
H: 5.15147 6.53191 -1.00287
H: 3.19410 4.91084 -2.71885
H: 3.23747 4.94076 -0.96432
H: 4.59857 4.23419 -1.86486
H: 2.98298 7.32551 -2.64147
F: -2.39728 -3.03218 1.80219
C: -8.60543 -4.21368 3.81654
C: -7.56417 -3.44182 4.31684
C: -6.29400 -3.54421 3.76534
C: -6.07806 -4.41915 2.70986
C: -7.11041 -5.19917 2.20858
C: -8.37833 -5.09413 2.76723
N: -4.74214 -4.51225 2.11037
O: -3.86197 -3.82648 2.58643
O: -4.60491 -5.28676 1.13697
H: -9.59728 -4.12784 4.24583
H: -7.74361 -2.75690 5.13692
H: -5.48945 -2.93934 4.16234
H: -6.94340 -5.88557 1.38944
H: -9.19131 -5.69727 2.38099
K: -4.57931 -0.36088 -3.79947
C: 4.50413 1.03800 -4.25018
C: 4.51590 -0.09801 -5.23488
O: 5.44066 0.34083 -6.20979
C: 6.32368 1.15298 -5.55553
O: 7.37213 1.48535 -5.98316
O: 5.83724 1.52878 -4.33154
F: 3.30406 -0.25004 -5.81953
H: 3.80763 1.83038 -4.53402
H: 4.26871 0.70906 -3.23724
H: 4.84563 -1.05329 -4.81905

The total charge is +1. As for the highest occupied orbital energy: -7.41 eV. The calculation puts the total energy at -3236.1891 a.u. The value obtained for the LUMO energy is -0.1647 Eh. The orbital gap is 2.927 eV.

---

Record 6
This record from the Open Molecules 2025 dataset describes a molecular structure, C26H35CrN4O2PS8. The level of theory is ωB97M-V/def2-TZVPD.

CARTESIAN COORDINATES (ANGSTROEM)
Cr: 1.14058 0.22939 -1.95888
S: 7.52478 3.57676 -1.25211
C: 6.08133 2.81358 -1.59486
S: 4.57423 3.62423 -1.71069
C: 3.55933 2.24272 -2.05142
C: 4.19049 1.04806 -2.07185
S: 3.40334 -0.46788 -2.39344
S: 5.90921 1.11404 -1.75417
S: 1.85626 2.45879 -2.33183
O: -4.98444 -1.58939 -3.04773
S: -4.16629 -1.38611 -1.86352
O: -4.18417 -2.49099 -0.93107
N: -2.65900 -0.94271 -2.28030
C: -2.39910 0.39031 -2.04189
S: -1.01070 1.18547 -2.67775
C: -3.44702 1.02452 -1.33015
C: -3.54956 2.34497 -0.84369
C: -4.66744 2.70936 -0.13000
C: -5.71891 1.80409 0.12259
C: -5.64497 0.50792 -0.36992
C: -4.52426 0.14289 -1.08757
H: -2.73822 3.03939 -1.02335
H: -4.73995 3.71986 0.25700
H: -6.58037 2.12078 0.69726
H: -6.44191 -0.20583 -0.19653
C: 1.22243 -2.71183 1.74657
C: 1.97888 -1.41390 2.06610
C: 2.31147 -1.39903 3.56115
C: 3.28083 -1.49672 1.25553
P: 0.96081 0.04685 1.39985
N: 1.01981 0.10152 -0.12182
C: -0.83076 -0.18725 1.98939
C: -1.04086 -0.60103 3.44963
C: -1.49912 -1.22228 1.06823
C: -1.58257 1.12883 1.74355
C: 1.65760 1.64287 2.17192
C: 3.17728 1.65439 1.94627
C: 1.12580 2.84021 1.36681
C: 1.37313 1.88088 3.65824
H: 1.90437 -3.55415 1.90500
H: 0.89743 -2.73279 0.70506
H: 0.35714 -2.86629 2.38894
H: 2.81362 -2.34021 3.81449
H: 1.42493 -1.31964 4.19155
H: 2.99236 -0.59053 3.82495
H: 3.77260 -2.44782 1.49105
H: 3.98415 -0.69916 1.48018
H: 3.07503 -1.46652 0.18635
H: -0.65167 -1.59730 3.65863
H: -2.11855 -0.62793 3.64651
H: -0.59397 0.09654 4.15881
H: -1.26546 -2.24913 1.34068
H: -1.20652 -1.07309 0.02905
H: -2.58494 -1.11136 1.13477
H: -1.32935 1.89804 2.47251
H: -2.65786 0.93962 1.82217
H: -1.38749 1.50600 0.73859
H: 3.41752 1.43332 0.90381
H: 3.70757 0.95356 2.58921
H: 3.55516 2.65656 2.17272
H: 1.21701 2.66028 0.29669
H: 1.72896 3.71924 1.62166
H: 0.08956 3.07791 1.58810
H: 1.71491 1.06611 4.29604
H: 0.31254 2.04213 3.84935
H: 1.90069 2.78950 3.97143
S: 0.71679 -2.26692 -2.22153
C: -0.00229 -2.55696 -3.75447
N: -1.27703 -2.14469 -3.94776
C: -1.88952 -2.32680 -5.10665
C: -1.25254 -2.96078 -6.15042
C: 0.04010 -3.39863 -5.87969
N: 0.66093 -3.21688 -4.73010
H: -1.97390 -1.56499 -3.01857
H: -2.90957 -1.95668 -5.15474
H: -1.72639 -3.11795 -7.10770
H: 0.60565 -3.92941 -6.64223

Its energy above the lowest of the compared OMol25 structures with the same formula, charge and spin is 0.2859 eV. The total charge is -2. As for the highest occupied orbital energy (spin up / spin down): -0.86 / -1.97 eV. The calculation puts the total energy at -5952.7263 a.u. The spin multiplicity is 5. The value obtained for the LUMO energy (spin up / spin down) is 0.1537 / 0.1537 Eh. The orbital gap (spin up / spin down) is 5.046 / 6.152 eV. The expectation value of S² is 6.074.

---

- What is the formula in the third record?
  C26H34N2O5